<one>
7
Properties=species:S:1:pos:R:3 method="wB97M-V/def2-TZVPD" lumo_energy_ev=4.649 charge=-1 homo_energy_ha=-0.160
O 2.14325 -0.61616 -0.10378
H 1.34165 -0.67722 0.55025
O -1.46360 0.07440 -1.02870
C -1.21744 0.57402 0.05967
O -0.29768 0.14833 0.86385
H -1.92790 1.22582 0.53379
H 1.42172 -0.72920 -0.87508

***

<two>
7
Properties=species:S:1:pos:R:3 method="wB97M-V/def2-TZVPD" lumo_energy_ev=4.665 charge=-1 homo_energy_ha=-0.159
O 0.74093 1.30751 -0.05825
C 1.21469 0.19158 0.06869
O 0.65541 -0.88785 -0.19564
H 2.28447 0.18236 0.44903
H -2.01210 0.23351 0.36738
H -0.96551 -0.63729 -0.23208
O -1.91789 -0.38981 -0.39911

***

Of the structures shown above, <two> is the most stable.